(a)
{
  "formula": "C4H15N2O2",
  "method": "ωB97M-V/def2-TZVPD",
  "symbols": ["O", "O", "N", "N", "C", "C", "C", "C", "H", "H", "H", "H", "H", "H", "H", "H", "H", "H", "H", "H", "H", "H", "H"],
  "xyz": [[-0.3442, -2.6790, -0.6277], [-2.0341, -0.1160, -2.3304], [0.5448, -0.2985, -0.9770], [1.3802, 2.1749, 0.0988], [0.9726, 1.6527, 1.3985], [-0.0350, 0.5022, 1.2733], [-0.4194, -1.9286, 0.5865], [0.4555, -0.6654, 0.4601], [1.4193, 0.1708, -1.1967], [-0.2827, 0.2170, 2.3058], [-1.1873, -3.1219, -0.7745], [-2.5972, -0.7035, -2.8584], [-1.0070, 0.8274, 0.8781], [-2.5800, 0.6887, -2.2410], [-0.1329, 0.4244, -1.2688], [2.3674, 2.4274, 0.0601], [0.4715, 2.4161, 2.0068], [-1.4361, -1.6758, 0.8674], [1.8361, 1.3198, 1.9634], [0.3626, -1.0849, -1.6203], [0.8070, 2.9721, -0.1369], [1.4530, -0.9821, 0.7379], [-0.0137, -2.5378, 1.3952]],
  "charge": 1
}

=====

(b)
{
  "formula": "C4H15N2O2",
  "method": "ωB97M-V/def2-TZVPD",
  "symbols": ["O", "O", "N", "N", "C", "C", "C", "C", "H", "H", "H", "H", "H", "H", "H", "H", "H", "H", "H", "H", "H", "H", "H"],
  "xyz": [[1.7157, 1.6461, 2.1835], [0.5347, 1.6527, -1.8217], [-0.1784, 0.8927, 0.5377], [-0.6314, -1.6465, 0.8923], [0.4546, -2.5409, 0.4353], [-0.1928, 0.4360, -1.9141], [-1.4327, -1.1229, -0.2366], [-0.9501, 0.2932, -0.6098], [0.9495, -2.9213, 1.3296], [1.9897, 2.5683, 2.1414], [0.0442, 0.0843, 1.1410], [-0.9154, 0.4604, -2.7356], [-2.4709, -1.0832, 0.0775], [0.1659, -3.3658, -0.2168], [-1.2938, -1.7764, -1.1012], [0.5076, -0.3465, -2.2182], [1.2803, -1.9975, -0.0349], [-0.6751, 1.6652, 0.9632], [-1.2260, -2.3237, 1.3378], [-1.8521, 0.8902, -0.6495], [0.7416, 2.0836, -2.6543], [0.7213, 1.2657, 0.2494], [2.2491, 1.1688, 2.8236]],
  "charge": 1
}

=====

Short version: (a), (b), most stable first.

=====

(a)
{
  "formula": "C5H14N2",
  "method": "ωB97M-V/def2-TZVPD",
  "symbols": ["N", "N", "C", "C", "C", "C", "C", "H", "H", "H", "H", "H", "H", "H", "H", "H", "H", "H", "H", "H", "H"],
  "xyz": [[0.3485, 1.3615, -3.0783], [-0.2618, 0.3553, 2.1204], [-0.7980, -0.3820, 0.9416], [-0.3537, 0.9063, -1.9126], [0.4773, -0.3748, 3.1504], [0.3360, -0.7167, -0.0437], [-0.1678, -0.5930, -1.5099], [0.5477, -1.8611, 0.1145], [-1.7081, 0.2053, 0.5316], [0.0521, -1.3338, 3.3658], [0.2051, 1.1409, 1.7114], [-0.1198, 1.4708, -0.9777], [1.5685, -0.4299, 2.9157], [1.2347, -0.0951, 0.0781], [-1.4673, 1.0583, -1.9619], [0.6537, 0.2941, 3.9782], [1.3082, 1.4375, -2.8187], [0.4229, -1.1108, -2.2626], [-1.1559, -1.0044, -1.7153], [-1.2119, -1.3083, 1.3307], [0.0895, 0.9797, -3.9576]],
  "smiles": "CNCCCCN"
}

=====

(b)
{
  "formula": "C5H14N2",
  "method": "ωB97M-V/def2-TZVPD",
  "symbols": ["N", "N", "C", "C", "C", "C", "C", "H", "H", "H", "H", "H", "H", "H", "H", "H", "H", "H", "H", "H", "H"],
  "xyz": [[2.3347, 1.6466, -1.6143], [-1.9207, -2.1223, 1.3533], [-0.7189, -1.4619, 1.8229], [-0.0119, -0.8053, 0.6225], [1.0883, 0.8849, -1.6534], [-0.0425, 1.4398, -0.7907], [-0.7785, 0.4507, 0.1578], [-0.0227, -1.5470, -0.1767], [-2.5688, -2.4110, 2.0771], [-1.0200, 1.0155, 1.0679], [-0.9894, -0.6820, 2.5193], [-1.7314, 0.1220, -0.2510], [0.7612, 0.7561, -2.6878], [2.4765, 2.0518, -0.6929], [2.3755, 2.3795, -2.3103], [-1.6987, -2.9697, 0.8414], [-0.8292, 1.8679, -1.4096], [1.3085, -0.1342, -1.3213], [-0.0281, -2.1715, 2.2868], [0.3584, 2.2712, -0.2029], [0.9890, -0.4940, 0.9045]],
  "smiles": "NCCCCCN"
}

=====

(c)
{
  "formula": "C5H14N2",
  "method": "ωB97M-V/def2-TZVPD",
  "symbols": ["N", "N", "C", "C", "C", "C", "C", "H", "H", "H", "H", "H", "H", "H", "H", "H", "H", "H", "H", "H", "H"],
  "xyz": [[-1.4728, -0.3766, 1.8068], [0.6370, 0.7245, 0.4790], [0.3676, -0.1499, -0.5768], [1.8895, 1.1527, 0.6860], [0.5445, 0.6067, -1.9541], [-1.0516, -0.6979, -0.6529], [-1.5125, -1.2949, 0.6389], [-1.6149, -0.8904, 2.6448], [1.9313, 1.4207, 1.8196], [0.8895, -0.2859, -2.7677], [-0.7553, -2.0389, 0.8921], [1.5452, 1.2087, -1.7897], [-2.5077, -1.8923, 0.5391], [2.9066, 0.3656, 0.4812], [1.1083, -0.9369, -0.6013], [-2.1928, 0.3834, 1.5949], [0.4294, 0.3283, 1.4405], [2.2137, 2.1509, 0.1557], [-1.2952, -1.2354, -1.5808], [-1.6441, 0.2836, -1.0327], [-0.4158, 1.1741, -2.2226]],
  "smiles": "CN[C@H](C)CCN"
}

=====

Short version: (b), (a), (c), most stable first.